Here is an isolated ion of composition C4H13N2 and charge +1 from the Open Molecules 2025 dataset. Energies are from the ωB97M-V functional and the def2-TZVPD basis.

LUMO ... -3.07 eV
Charge ... +1
E_tot ... -269.404395 Ha
Frontier orbital gap ... 11.68 eV
Relative energy (zero: lowest compared OMol25 entry of this formula, charge and spin) ... 2.620 eV

Last column: Mulliken charge in e.
Atoms and positions in Å:
C 1.85897 0.47802 -0.20728  -1.221
C 0.85275 -0.68786 -0.24111  0.165
N -0.19922 -0.48459 -1.47692  -0.502
C -0.07218 -0.92541 1.03784  -0.578
C -0.81986 0.41753 1.14158  -0.720
N -1.75358 0.85139 -0.03105  -0.660
H 1.99699 0.96055 -1.13209  0.389
H 2.95096 0.32067 0.00550  0.344
H 1.77120 1.20942 0.60619  0.224
H 1.51077 -1.47780 -0.64553  0.432
H -0.53681 -1.46981 -1.66112  0.365
H 0.39145 -0.04416 -2.31325  0.364
H -0.98061 0.21420 -1.04403  0.431
H -0.80394 -1.65277 0.67716  0.288
H 0.18624 -1.01437 2.05794  0.357
H -0.01905 1.19128 1.29745  0.258
H -1.47419 0.37670 1.92952  0.505
H -2.32168 1.62951 0.21164  0.249
H -2.53821 0.10750 -0.21245  0.312


Here is an isolated ion of composition C4H13N2 and charge +1 from the Open Molecules 2025 dataset. Energies are from the ωB97M-V functional and the def2-TZVPD basis.

LUMO ... -3.06 eV
Charge ... +1
E_tot ... -269.489801 Ha
Frontier orbital gap ... 11.15 eV
Relative energy (zero: lowest compared OMol25 entry of this formula, charge and spin) ... 0.296 eV

Last column: Mulliken charge in e.
Atoms and positions in Å:
C 1.57554 0.98386 -0.53232  -1.478
C 1.05919 -0.10930 0.37435  0.244
N 0.83076 -1.35278 -0.46838  -0.241
C -0.22357 0.26331 1.13300  -0.868
C -1.45903 0.61091 0.28081  -0.615
N -1.94606 -0.55499 -0.48802  -0.620
H 0.86035 1.22197 -1.36293  0.374
H 2.55007 0.71370 -0.96647  0.447
H 1.71081 1.87300 0.03621  0.384
H 1.83212 -0.36917 1.10170  0.269
H 0.97387 -2.17816 0.05267  0.343
H 1.45255 -1.38963 -1.26193  0.347
H -0.21184 -1.31857 -0.77129  0.411
H -0.48253 -0.53174 1.84390  0.355
H 0.01239 1.11758 1.72243  0.423
H -1.24573 1.40845 -0.42030  0.405
H -2.23166 0.98838 0.92390  0.379
H -2.51806 -0.25977 -1.28539  0.222
H -2.53918 -1.11704 0.08805  0.218


Here is a 3-piece molecular cluster, C4H13N2 overall from the Open Molecules 2025 dataset. Energies are from the ωB97M-V functional and the def2-TZVPD basis.

LUMO ... -8.24 eV
Charge ... +1
E_tot ... -269.223482 Ha
Frontier orbital gap ... 4.40 eV
Relative energy (zero: lowest compared OMol25 entry of this formula, charge and spin) ... 7.543 eV

Last column: Mulliken charge in e.
Atoms and positions in Å:
C -0.06672 0.75910 -0.78404  -0.406
N -1.12028 0.92406 0.19885  -0.256
C 0.50561 -0.23906 0.14895  -0.388
N -3.05232 -0.26311 -1.99898  -0.596
C 2.01158 -1.34472 1.79833  -1.258
C 1.75074 -0.39371 0.72161  0.319
H 0.46397 1.68349 -0.99577  0.402
H -0.43673 0.29215 -1.70861  0.249
H -1.05647 1.92714 0.44060  0.288
H 3.35781 2.44844 1.16589  0.091
H -0.25799 -0.96862 0.42919  0.373
H -3.92930 -0.40321 -1.53131  0.212
H -2.31054 0.13294 -1.46440  0.260
H -2.86306 -0.95345 -2.70072  0.202
H 1.23300 -1.25931 2.58550  0.363
H 3.00553 -1.27753 2.23213  0.366
H 1.92169 -2.41435 1.51249  0.373
H 2.87758 2.73601 0.68219  -0.070
H 2.55914 0.11096 0.19408  0.476


Here is a 2-piece molecular cluster, C4H13N2 overall from the Open Molecules 2025 dataset. Energies are from the ωB97M-V functional and the def2-TZVPD basis.

LUMO ... -8.20 eV
Charge ... +1
E_tot ... -269.270875 Ha
Frontier orbital gap ... 6.39 eV
Relative energy (zero: lowest compared OMol25 entry of this formula, charge and spin) ... 6.254 eV

Last column: Mulliken charge in e.
Atoms and positions in Å:
C -0.22042 2.03362 -0.42507  -1.291
C 0.33363 0.81407 0.39655  0.465
C -0.15704 0.84180 1.84436  -0.950
C 0.43614 -0.39526 2.49348  -0.384
N -0.31687 -1.53270 2.02117  -0.348
N -0.11396 -0.35738 -0.17143  -0.391
H -1.30562 1.94278 -0.49199  0.391
H 0.10052 2.02369 -1.45930  0.389
H 0.04817 2.95583 0.07782  0.356
H 1.43878 0.90561 0.40277  0.334
H 0.05582 1.74129 2.41825  0.440
H -1.24374 0.74104 1.80456  0.403
H 0.41546 -0.26070 3.57883  0.401
H 1.49697 -0.47665 2.23630  0.305
H 0.05271 -2.42180 2.32842  0.265
H -0.59598 -1.43337 1.02764  0.302
H 0.47350 -0.68160 -0.96012  0.314
H -0.79708 -3.17602 -8.70778  0.005
H -0.10095 -3.26425 -8.41444  -0.005


Here is an isolated ion of composition C4H13N2 and charge +1 from the Open Molecules 2025 dataset. Energies are from the ωB97M-V functional and the def2-TZVPD basis.

LUMO ... -3.64 eV
Charge ... +1
E_tot ... -269.447222 Ha
Frontier orbital gap ... 9.44 eV
Relative energy (zero: lowest compared OMol25 entry of this formula, charge and spin) ... 1.455 eV

Last column: Mulliken charge in e.
Atoms and positions in Å:
C -0.22852 2.51489 -0.70045  -0.931
N -0.03736 1.26747 0.02172  -0.333
C -0.18494 0.10264 -0.82215  -0.775
C -0.07148 -1.23247 -0.10438  0.290
C 1.38207 -1.57975 0.20951  -1.456
N -0.77555 -1.11485 1.25829  -0.352
H -0.84203 3.18487 -0.10291  0.359
H 0.72877 3.01462 -0.83259  0.277
H -0.68132 2.37086 -1.67995  0.310
H -0.65778 1.26634 0.82327  0.155
H 0.62160 0.18065 -1.54240  0.383
H -1.12238 0.18903 -1.37137  0.501
H -0.63424 -2.00198 -0.63438  0.298
H 1.45931 -2.50853 0.75496  0.463
H 1.87979 -0.73000 0.64399  0.421
H 1.92398 -1.73845 -0.70418  0.376
H -0.56425 -0.20771 1.68969  0.312
H -1.78328 -1.17201 1.18051  0.347
H -0.41240 -1.80560 1.91285  0.355


Here is a 2-piece molecular cluster, C4H13N2 overall from the Open Molecules 2025 dataset. Energies are from the ωB97M-V functional and the def2-TZVPD basis.

LUMO ... -8.38 eV
Charge ... +1
E_tot ... -269.250296 Ha
Frontier orbital gap ... 4.68 eV
Relative energy (zero: lowest compared OMol25 entry of this formula, charge and spin) ... 6.813 eV

Last column: Mulliken charge in e.
Atoms and positions in Å:
N -0.95248 0.54620 0.73780  -0.310
C -1.91227 0.53348 -0.21956  -0.368
C -3.09211 -0.60254 -0.32378  -0.937
N 1.47270 -0.06222 -0.15417  0.021
C 2.30290 1.04195 0.27301  -0.824
C 2.12344 -1.34654 -0.31083  -0.829
H 0.49683 0.12072 0.16772  0.383
H -1.24886 0.56943 1.71765  0.241
H -3.85488 -0.34848 0.40843  0.319
H -2.45267 1.50812 -0.32051  0.369
H -1.49049 0.48323 -1.23311  0.302
H -3.47346 -0.43540 -1.33097  0.315
H -2.81728 -1.64897 -0.24827  0.352
H 3.28729 0.93039 -0.19790  0.345
H 1.92228 2.02490 -0.02650  0.282
H 2.52918 0.97584 1.34450  0.347
H 2.51439 -1.84159 0.58418  0.333
H 1.35102 -1.98709 -0.72133  0.318
H 2.91418 -1.22002 -1.05011  0.340